Here is C4H6O2 in the gas phase at a distorted geometry from OMol25. Energies are from ωB97M-V with the def2-TZVPD basis set.

Last columns: bonded neighbours and bond lengths (Å).
Cartesian coordinates (Å):
1 O -2.070 -0.676 0.846  C2 1.207
2 C -1.754 -0.554 -0.312  O1 1.207, C3 1.509, H7 1.110
3 C -0.469 0.078 -0.787  C2 1.509, C4 1.497, H8 1.096, H9 1.097
4 C 0.414 0.532 0.334  C3 1.497, C5 1.456, O6 1.386, H10 1.087
5 C 1.484 -0.308 0.852  C4 1.456, O6 1.577, H11 1.112, H12 1.075
6 O 1.674 1.033 0.044  C4 1.386, C5 1.577
7 H -2.421 -0.911 -1.125  C2 1.110
8 H -0.716 0.932 -1.427  C3 1.096
9 H 0.061 -0.644 -1.420  C3 1.097
10 H -0.036 1.217 1.048  C4 1.087
11 H 1.702 -0.215 1.938  C5 1.112
12 H 2.131 -0.484 0.011  C5 1.075

Calculated values
SMILES = O=CC[C@H]1CO1
energy = -306.37340 Ha
HOMO-LUMO gap = 10.98 eV
relative energy (zero: lowest compared OMol25 entry of this formula, charge and spin) = 83.39 kcal/mol
LUMO = 1.0 eV
HOMO energy = -10.00 eV